The following is a DFT calculation (ωB97M-V/def2-TZVPD) of a 10-piece molecular cluster, C40H80O20 overall at a distorted geometry.

Bonds (Å) are listed after each position.
Element x y z (Å)
1 H -19.06988 0.46217 -14.47472  C65 1.135
2 H -24.55592 1.40713 -6.11215  C75 1.117
3 H -18.87720 -0.48697 -15.96709  C65 1.072
4 H -28.55528 -1.62048 -12.01164  C52 1.134
5 C -24.64148 4.88416 -12.01659  H7 1.081, O84 1.445, H95 1.061, C132 1.549
6 H -22.10363 -3.92405 -6.63803  C22 1.081
7 H -24.94271 4.48564 -12.97526  C5 1.081
8 C -25.44138 -0.50182 -13.81244  O19 1.216, O66 1.327, C71 1.492
9 H -24.60601 2.09549 -12.38828  C80 1.046
10 H -25.30488 0.14907 -15.86321  C71 1.077
11 O -19.26813 -5.03958 -8.89135  C114 1.392, C128 1.355
12 H -21.62317 -1.15871 -6.27158  C59 1.127
13 H -22.91276 -0.01806 -5.72996  C59 1.103
14 O -24.97384 -3.96321 -6.22724  C49 1.390, C140 1.343
15 H -20.47366 -3.53064 -8.33626  C128 1.098
16 H -25.39893 2.79166 -1.72617  C125 1.125
17 H -21.33334 -4.85858 -9.12060  C128 1.138
18 C -21.89873 1.02227 -10.31346  H54 1.122, H63 1.090, O102 1.464, H111 1.114
19 O -26.15548 -1.48240 -13.89792  C8 1.216
20 H -18.44395 -0.67913 -9.72254  C91 1.142
21 H -22.75498 -3.81507 -14.31314  C97 1.059
22 C -22.78214 -4.75635 -6.51680  H6 1.081, C47 1.541, H119 1.079, C140 1.526
23 H -27.36368 3.13057 -12.44410  C109 1.084
24 H -23.47205 3.24030 -6.33655  C83 1.113
25 H -25.46822 0.49888 -2.84764  C131 1.114
26 H -26.14604 -4.59861 -10.92557  C53 1.059
27 C -20.62508 4.65184 -6.86396  O81 1.388, H82 1.130, H121 1.124, C127 1.525
28 H -28.06700 3.03859 -10.77053  C109 1.117
29 O -22.83319 2.18025 -2.09670  C88 1.351, C104 1.479
30 H -24.11279 -0.35870 -9.92998  C130 1.066
31 O -20.95366 -3.49643 -15.17373  C97 1.431, C113 1.417
32 C -22.78071 -1.41184 -8.67077  H67 1.098, O76 1.448, H96 1.079, C130 1.493
33 H -19.79240 2.72101 -6.54193  C127 1.056
34 H -20.65556 -0.73256 -13.24978  C105 1.106
35 H -26.70284 5.12611 -11.24134  C132 1.123
36 C -24.30282 1.44216 -14.40580  H40 1.068, C71 1.503, C80 1.545, H87 1.088
37 H -18.61308 3.93674 -6.34275  C127 1.142
38 C -22.70801 4.87091 -10.57417  H55 1.119, H69 1.103, O84 1.444, H138 1.098
39 O -22.96489 0.97829 -3.96333  C88 1.230
40 H -25.04344 2.15494 -14.69423  C36 1.068
41 H -18.99550 -4.44032 -6.89159  C114 1.120
42 H -21.43442 -4.93702 -13.67561  C97 1.129
43 H -23.89794 -0.60024 -15.23247  C71 1.114
44 H -25.16970 -4.45824 -4.24404  C49 1.101
45 H -23.48942 -1.79476 -10.66800  C130 1.088
46 O -19.31579 -2.49838 -10.55567  C58 1.405, C91 1.415
47 C -23.11373 -4.88829 -5.01722  C22 1.541, C49 1.567, H93 1.064, H139 1.088
48 H -25.14183 -1.06386 -7.11646  C106 1.120
49 C -24.43253 -4.04464 -4.94971  O14 1.390, H44 1.101, C47 1.567, H79 1.100
50 H -20.17748 -4.23419 -11.26224  C58 1.119
51 H -29.58926 -2.24230 -10.81109  C52 1.056
52 C -28.59537 -2.35696 -11.15016  H4 1.134, H51 1.056, C74 1.518, C136 1.556
53 C -26.56317 -3.67353 -11.22783  H26 1.059, H78 1.105, O86 1.472, C136 1.587
54 H -21.26921 1.07250 -9.38644  C18 1.122
55 H -22.53440 5.97145 -10.68176  C38 1.119
56 H -18.44418 -2.01800 -8.73904  C91 1.070
57 H -23.07912 1.60286 -0.10747  C104 1.090
58 C -20.28818 -3.50409 -10.42213  O46 1.405, H50 1.119, C128 1.498, H133 1.111
59 C -22.69507 -0.84557 -6.42620  H12 1.127, H13 1.103, O76 1.392, H116 1.075
60 H -22.03529 -1.52767 -14.10807  C105 1.084
61 H -20.29344 -2.94662 -13.22944  C113 1.053
62 H -19.25214 1.52671 -8.42434  C122 1.088
63 H -21.34300 1.56305 -11.07924  C18 1.090
64 H -25.67385 0.96378 -8.38513  C89 1.104
65 C -19.53750 0.19930 -15.47523  H1 1.135, H3 1.072, H92 1.153, O103 1.439
66 O -25.24484 0.15303 -12.67494  C8 1.327, C80 1.479
67 H -23.38649 -2.29966 -8.44599  C32 1.098
68 H -28.32338 -4.04741 -12.61126  C136 1.128
69 H -23.33060 4.83529 -9.66417  C38 1.103
70 H -24.50781 -0.09093 -1.60692  C131 1.070
71 C -24.71405 0.10847 -14.96322  C8 1.492, H10 1.077, C36 1.503, H43 1.114
72 H -19.23689 -2.65941 -14.61883  C113 1.102
73 H -23.46015 3.34941 -0.51784  C104 1.084
74 C -27.52293 -1.91225 -10.17170  C52 1.518, O86 1.331, O118 1.207
75 C -25.64673 1.56175 -6.29628  H2 1.117, O77 1.461, C89 1.473, H120 1.091
76 O -22.93166 -0.34492 -7.70293  C32 1.448, C59 1.392
77 O -26.32550 0.95197 -5.15497  C75 1.461, C134 1.335
78 H -25.93218 -3.36005 -12.07900  C53 1.105
79 H -24.20772 -3.01936 -4.62157  C49 1.100
80 C -24.25943 1.23738 -12.87531  H9 1.046, C36 1.545, O66 1.479, H129 1.077
81 O -21.86537 4.16900 -7.25658  C27 1.388, C83 1.412
82 H -20.34024 5.48879 -7.56712  C27 1.130
83 C -22.37559 3.10763 -6.47742  H24 1.113, O81 1.412, H85 1.072, H98 1.113
84 O -23.36731 4.27358 -11.71192  C5 1.445, C38 1.444
85 H -21.90678 3.05639 -5.51505  C83 1.072
86 O -26.48006 -2.73637 -10.09580  C53 1.472, C74 1.331
87 H -23.35879 1.84193 -14.77026  C36 1.088
88 C -23.46794 1.28234 -2.88239  O29 1.351, O39 1.230, C131 1.464
89 C -26.21199 0.81441 -7.43290  H64 1.104, C75 1.473, H101 1.089, C106 1.512
90 H -20.01268 -1.31064 -8.97795  C91 1.102
91 C -19.08016 -1.59787 -9.48973  H20 1.142, O46 1.415, H56 1.070, H90 1.102
92 H -19.71807 1.15256 -16.09868  C65 1.153
93 H -23.43204 -5.85696 -4.71418  C47 1.064
94 H -19.69704 -5.95820 -7.11595  C114 1.083
95 H -24.54789 5.92783 -12.18416  C5 1.061
96 H -21.80985 -1.87430 -8.58716  C32 1.079
97 C -21.88941 -4.37858 -14.54529  H21 1.059, O31 1.431, H42 1.129, H108 1.081
98 H -22.29290 2.19800 -7.11389  C83 1.113
99 O -24.36583 -4.29764 -8.35102  C140 1.210
100 O -26.48663 -1.20232 -4.56717  C134 1.199
101 H -27.25328 1.06608 -7.62699  C89 1.089
102 O -22.21842 -0.33181 -10.76877  C18 1.464, C130 1.411
103 O -20.83441 -0.39287 -15.27798  C65 1.439, C105 1.424
104 C -23.53808 2.30618 -0.80270  O29 1.479, H57 1.090, H73 1.084, C125 1.479
105 C -20.98568 -1.26416 -14.16216  H34 1.106, H60 1.084, O103 1.424, C113 1.578
106 C -26.12694 -0.58850 -6.87658  H48 1.120, C89 1.512, H126 1.069, C134 1.503
107 H -17.70984 2.05718 -7.61136  C122 1.104
108 H -22.06793 -5.18853 -15.23883  C97 1.081
109 C -27.22105 2.74742 -11.44000  H23 1.084, H28 1.117, H117 1.128, O124 1.445
110 O -19.06342 3.48056 -8.32311  C122 1.427, C127 1.408
111 H -22.79936 1.62913 -10.06373  C18 1.114
112 H -28.47760 -4.46389 -10.80947  C136 1.055
113 C -20.27325 -2.66921 -14.24545  O31 1.417, H61 1.053, H72 1.102, C105 1.578
114 C -18.94080 -5.33001 -7.56983  O11 1.392, H41 1.120, H94 1.083, H115 1.083
115 H -18.01687 -5.89531 -7.56389  C114 1.083
116 H -23.31269 -1.70651 -6.24463  C59 1.075
117 H -27.24578 1.61996 -11.42089  C109 1.128
118 O -27.58503 -0.84955 -9.60235  C74 1.207
119 H -22.35790 -5.62186 -7.00088  C22 1.079
120 H -25.88447 2.62229 -6.19743  C75 1.091
121 H -20.55853 5.03861 -5.81100  C27 1.124
122 C -18.41212 2.21705 -8.44741  H62 1.088, H107 1.104, O110 1.427, H135 1.091
123 H -25.50851 1.53428 -0.29673  C125 1.131
124 O -25.94162 3.17381 -10.91971  C109 1.445, C132 1.427
125 C -24.92042 1.93578 -1.17497  H16 1.125, C104 1.479, H123 1.131, C131 1.515
126 H -26.89583 -1.18417 -7.31901  C106 1.069
127 C -19.50039 3.62965 -6.99348  C27 1.525, H33 1.056, H37 1.142, O110 1.408
128 C -20.35786 -4.27237 -9.13768  O11 1.355, H15 1.098, H17 1.138, C58 1.498
129 H -23.28870 0.88154 -12.57496  C80 1.077
130 C -23.23624 -0.95963 -10.01900  H30 1.066, C32 1.493, H45 1.088, O102 1.411
131 C -24.65207 0.81474 -2.15880  H25 1.114, H70 1.070, C88 1.464, C125 1.515
132 C -25.75319 4.58755 -10.97884  C5 1.549, H35 1.123, O124 1.427, H137 1.075
133 H -21.30220 -3.05663 -10.49558  C58 1.111
134 C -26.33544 -0.35922 -5.40577  O77 1.335, O100 1.199, C106 1.503
135 H -17.84521 2.22464 -9.37904  C122 1.091
136 C -28.11589 -3.78677 -11.53321  C52 1.556, C53 1.587, H68 1.128, H112 1.055
137 H -25.53372 4.95709 -9.99331  C132 1.075
138 H -21.76045 4.32555 -10.47085  C38 1.098
139 H -22.34070 -4.49508 -4.36109  C47 1.088
140 C -24.08908 -4.32029 -7.17303  O14 1.343, C22 1.526, O99 1.210

Results
Multiplicity: 1
ΔE to the lowest compared entry with this formula, charge and spin, eV: 9.532
Calculated total energy, eV: -83720.183
Kohn-Sham gap, eV: 9.46
E_LUMO, eV: 0.5186
Structure (SMILES): O=C1CCCO1.O=C1CCCO1.O=C1CCCO1.O=C1CCCO1.O=C1CCCO1.COCCOC.COCCOC.COCCOC.COCCOC.COCCOC
HOMO level, eV: -8.95